# 1
DFT (wB97M-V/def2-TZVPD) results for C30H41BeClIN3OSi4Te as an isolated structure.

The geometry in XYZ format:
```
83
Properties=species:S:1:pos:R:3:mulliken_charge:R:1
Be -0.059 0.625 0.306 -0.650
Cl -3.307 2.122 6.201 -0.247
C -2.546 2.016 4.644 0.206
C -2.847 2.978 3.662 -0.443
C -2.262 2.895 2.428 -0.390
C -1.334 1.879 2.114 0.273
O -0.804 1.865 0.934 -0.685
C -1.037 0.911 3.123 0.499
C -0.030 -0.042 2.903 0.420
N 0.512 -0.177 1.723 0.572
C 1.708 -0.821 1.462 1.001
C 2.521 -1.538 2.321 -0.904
C 3.734 -2.061 1.856 -0.868
C 4.144 -1.884 0.557 -0.882
C 3.359 -1.131 -0.338 0.599
C 3.709 -0.836 -1.673 -0.577
C 2.883 -0.035 -2.422 -1.104
C 1.729 0.508 -1.852 0.052
N 1.362 0.244 -0.611 0.383
C 2.144 -0.587 0.133 -0.067
C -1.667 1.008 4.386 -1.204
H -3.546 3.772 3.887 0.467
H -2.497 3.605 1.648 0.477
H 0.337 -0.631 3.742 0.318
H 2.232 -1.676 3.353 0.390
H 4.366 -2.599 2.549 0.411
H 5.077 -2.313 0.216 0.421
H 4.629 -1.227 -2.089 0.457
H 3.125 0.205 -3.447 0.394
H 1.078 1.166 -2.415 0.583
H -1.438 0.273 5.148 0.465
I -0.243 -5.431 2.595 0.071
C -1.402 -3.793 1.972 -0.201
C -2.565 -3.457 2.651 -0.333
C -3.252 -2.325 2.245 -0.924
C -2.737 -1.580 1.192 0.018
N -1.656 -1.935 0.515 0.194
C -1.000 -3.029 0.889 -0.525
H -2.934 -4.067 3.464 0.444
H -4.164 -2.018 2.740 0.508
H -3.220 -0.667 0.861 0.088
H -0.128 -3.291 0.298 0.475
C -4.414 -0.890 -4.306 -1.048
Si -4.546 0.985 -4.064 0.398
C -6.243 1.427 -4.801 -1.193
C -3.286 1.832 -5.200 -1.052
Si -4.131 1.541 -1.789 0.200
Te -1.710 0.784 -1.699 -0.565
Si -5.681 0.314 -0.482 0.533
C -7.425 0.786 -1.063 -1.080
C -5.639 0.703 1.376 -0.946
C -5.502 -1.559 -0.759 -1.227
Si -4.461 3.880 -1.604 0.723
C -4.579 4.650 0.133 -1.140
C -3.123 4.817 -2.565 -1.136
C -6.136 4.328 -2.385 -0.872
H -4.441 -1.157 -5.364 0.402
H -5.247 -1.401 -3.817 0.282
H -3.487 -1.278 -3.880 0.241
H -6.346 0.975 -5.790 0.379
H -6.380 2.502 -4.924 0.379
H -7.066 1.060 -4.186 0.253
H -3.417 1.519 -6.238 0.379
H -2.265 1.594 -4.895 0.228
H -3.396 2.918 -5.169 0.288
H -7.606 1.852 -0.913 0.228
H -8.201 0.237 -0.525 0.390
H -7.544 0.576 -2.127 0.157
H -6.054 1.697 1.560 0.373
H -4.628 0.704 1.782 0.010
H -6.234 -0.010 1.952 0.403
H -5.945 -1.835 -1.718 0.408
H -6.004 -2.147 0.013 0.418
H -4.458 -1.871 -0.789 0.339
H -3.607 4.943 0.535 0.365
H -5.044 3.964 0.846 0.174
H -5.199 5.548 0.100 0.459
H -2.124 4.487 -2.273 0.247
H -3.187 5.894 -2.393 0.393
H -3.224 4.645 -3.638 0.309
H -6.964 4.022 -1.741 0.296
H -6.280 3.845 -3.350 0.010
H -6.220 5.406 -2.541 0.413
```

Properties
LUMO level (eV): -1.39
HOMO level (eV): -6.34
Frontier orbital gap (eV): 4.9
Electronic energy (Ha): -3606.13758

=====

# 2
DFT (wB97M-V/def2-TZVPD) results for one molecule with the formula C6H6ClP.

The geometry in XYZ format:
```
14
Properties=species:S:1:pos:R:3:nbo_charge:R:1
C -0.142 1.371 -0.544 -0.243
C 1.188 1.199 -0.103 -0.206
C -1.050 0.421 -0.746 -0.127
C 1.580 0.268 0.731 -0.523
C -0.679 -1.303 0.947 -0.372
C -0.687 -1.040 -0.567 -0.524
P 0.662 -0.807 1.919 0.621
Cl -1.958 -2.191 1.683 0.040
H -0.561 2.300 -0.666 0.212
H 1.901 1.693 -0.779 0.213
H -2.093 0.754 -0.954 0.216
H 2.647 0.325 0.798 0.223
H -1.164 -1.844 -0.980 0.229
H 0.356 -1.145 -0.740 0.240
```

Properties
LUMO level (eV): -0.03
HOMO level (eV): -8.66
Frontier orbital gap (eV): 8.6
Electronic energy (Ha): -1033.67623
SMILES string: ClC1=PC=CC=CC1

=====

# 3
DFT (wB97M-V/def2-TZVPD) results for C3H22BeO8 as an isolated structure.

The geometry in XYZ format:
```
34
Properties=species:S:1:pos:R:3:nbo_charge:R:1
Be 0.030 -0.903 -0.572 1.705
O 2.479 -0.824 -0.656 -0.974
H 3.071 -0.734 -1.415 0.519
H 2.993 -1.300 0.006 0.501
O 1.140 -2.147 1.241 -0.981
H 0.698 -2.430 2.052 0.511
H 1.915 -2.719 1.169 0.505
O 0.147 -0.217 -2.915 -0.975
H 0.303 -0.954 -3.519 0.504
H -0.321 0.443 -3.443 0.519
O -1.343 -2.763 0.371 -0.986
H -2.028 -2.533 1.014 0.513
H -1.200 -3.711 0.485 0.508
O -2.222 0.065 -1.038 -0.974
H -2.881 -0.637 -1.123 0.502
H -2.725 0.844 -0.768 0.508
O -1.248 0.014 1.478 -0.978
H -2.006 0.609 1.492 0.505
H -0.919 0.011 2.386 0.499
O 0.068 -3.123 -2.207 -0.980
H 0.529 -3.433 -2.997 0.506
H -0.365 -3.908 -1.853 0.499
C -0.762 3.181 1.197 -0.646
C 0.459 2.588 0.519 0.086
C 1.471 1.958 1.459 -0.632
O 0.127 1.639 -0.533 -0.784
H -1.621 3.271 0.530 0.212
H -0.600 4.148 1.673 0.260
H -1.045 2.563 2.054 0.193
H 0.975 3.384 -0.029 0.188
H 1.800 2.639 2.244 0.254
H 2.251 1.546 0.823 0.229
H 1.020 1.175 2.076 0.186
H -0.191 2.260 -1.200 0.495
```

Properties
LUMO level (eV): -8.11
HOMO level (eV): -16.79
Frontier orbital gap (eV): 8.7
Charge: +2
Electronic energy (Ha): -743.55819

=====

# 4
DFT (wB97M-V/def2-TZVPD) results for a 2-piece molecular cluster, C5H10N overall.

The geometry in XYZ format:
```
16
Properties=species:S:1:pos:R:3:nbo_charge:R:1
C 1.334 -0.790 1.260 -0.412
C 1.701 0.142 0.579 0.150
C -1.848 0.434 -0.129 -0.241
C -1.356 -0.695 -1.077 -0.239
C 2.205 1.280 -0.091 -0.719
N -1.368 -0.935 0.355 -0.576
H 1.325 -1.717 1.784 0.286
H -0.273 -0.649 -1.623 0.260
H -1.268 1.370 0.035 0.259
H -2.935 0.634 -0.292 0.260
H -2.104 -1.267 -1.681 0.256
H 2.055 2.118 0.499 0.262
H 3.172 0.943 -0.299 0.278
H 1.716 1.630 -1.050 0.257
H -0.352 -0.889 0.935 0.473
H -2.005 -1.608 0.796 0.447
```

Properties
LUMO level (eV): -2.95
HOMO level (eV): -14.50
Frontier orbital gap (eV): 11.5
Charge: +1
Electronic energy (Ha): -250.86834

=====

# 5
DFT (wB97M-V/def2-TZVPD) results for C33H30IrS2Sb2 as an isolated structure.

The geometry in XYZ format:
```
68
Properties=species:S:1:pos:R:3:lowdin_spin:R:1
Ir -0.101 -0.511 0.703 2.031
C -1.520 -3.991 0.145 0.039
C -0.031 -3.833 -0.154 0.017
C 0.813 -3.419 1.064 0.063
Sb 2.335 -2.026 0.463 0.252
C 2.970 -1.202 2.297 0.081
C 3.112 -2.033 3.414 0.016
C 3.555 -1.493 4.613 0.009
C 3.850 -0.134 4.701 0.012
C 3.710 0.690 3.593 0.004
C 3.266 0.161 2.387 0.032
C 3.959 -3.226 -0.114 0.073
C 3.769 -4.594 -0.267 0.017
C 4.880 -5.395 -0.500 0.003
C 6.142 -4.823 -0.600 0.011
C 6.310 -3.448 -0.469 0.001
C 5.213 -2.633 -0.233 0.013
Sb -2.381 -2.070 0.573 0.172
C -4.410 -2.403 0.105 0.040
C -4.725 -3.138 -1.035 0.008
C -6.049 -3.487 -1.266 0.001
C -7.038 -3.086 -0.377 0.007
C -6.714 -2.332 0.743 0.001
C -5.394 -1.978 0.992 0.009
C -2.514 -1.951 2.680 0.058
C -2.300 -3.050 3.511 0.008
C -2.422 -2.909 4.889 0.015
C -2.753 -1.677 5.440 0.010
C -2.966 -0.577 4.616 0.014
C -2.838 -0.710 3.239 0.038
H -1.732 -4.669 0.974 0.004
H -2.053 -4.363 -0.730 0.001
H 0.051 -3.086 -0.950 0.011
H 0.373 -4.754 -0.579 0.000
H 1.238 -4.276 1.595 0.009
H 0.219 -2.878 1.816 0.013
H 2.899 -3.094 3.353 0.001
H 3.682 -2.132 5.478 0.001
H 4.199 0.278 5.639 0.000
H 3.959 1.743 3.662 0.000
H 3.161 0.809 1.523 0.002
H 2.786 -5.045 -0.208 0.001
H 4.755 -6.465 -0.608 0.000
H 7.002 -5.452 -0.789 0.001
H 7.295 -3.008 -0.554 0.000
H 5.348 -1.563 -0.135 0.001
H -3.965 -3.437 -1.747 0.000
H -6.306 -4.067 -2.143 0.000
H -8.068 -3.359 -0.561 0.000
H -7.489 -2.016 1.430 0.000
H -5.152 -1.399 1.872 0.001
H -2.058 -4.023 3.102 0.000
H -2.272 -3.767 5.533 0.001
H -2.853 -1.575 6.514 0.000
H -3.237 0.380 5.044 0.000
H -3.018 0.153 2.603 0.002
S 0.147 0.067 3.009 0.673
C 0.142 1.779 2.860 0.118
C 0.342 2.513 4.040 0.091
C 0.337 3.898 4.016 0.056
C 0.134 4.571 2.818 0.107
C -0.053 3.861 1.631 0.064
C -0.052 2.471 1.629 0.131
S -0.294 1.683 0.093 0.642
H 0.498 1.979 4.970 0.004
H 0.490 4.452 4.933 0.001
H 0.119 5.653 2.801 0.004
H -0.200 4.390 0.696 0.002
```

Properties
LUMO level (alpha / beta) (eV): -5.80 / -9.11
Spin multiplicity: 6
HOMO level (alpha / beta) (eV): -13.42 / -14.15
Frontier orbital gap (alpha / beta) (eV): 7.6 / 5.0
Charge: +2
<S²>: 8.78
Electronic energy (Ha): -2655.98937

=====

# 6
DFT (wB97M-V/def2-TZVPD) results for a 2-piece molecular cluster, C4H9NO overall.

The geometry in XYZ format:
```
15
Properties=species:S:1:pos:R:3:nbo_charge:R:1
C 0.122 -1.379 -1.201 -0.692
C 0.930 -0.399 -0.425 -0.010
C -0.863 -0.150 1.334 -0.708
C -0.209 1.085 1.234 0.579
O 0.415 1.749 2.053 -0.636
N -0.082 1.513 -0.183 -0.822
H 0.786 -1.858 -1.936 0.234
H -0.670 -0.888 -1.777 0.229
H -0.333 -2.126 -0.552 0.235
H 1.403 -0.727 0.489 0.222
H 1.563 0.239 -1.032 0.187
H -1.590 -0.437 0.582 0.187
H -0.961 -0.605 2.316 0.216
H 0.455 2.374 -0.228 0.396
H -0.967 1.610 -0.673 0.384
```

Properties
LUMO level (alpha / beta) (eV): -0.54 / -0.40
HOMO level (alpha / beta) (eV): -7.22 / -7.34
Frontier orbital gap (alpha / beta) (eV): 6.7 / 6.9
Electronic energy (Ha): -287.65462

=====

Which value of electronic energy does entry 1 give? -3606.13758 Ha

=====

Which value of electronic energy does entry 6 give? -287.65462 Ha